Formula: C37H64FN2O8
Source: the OMol25 dataset
Level of theory: ωB97M-V with the def2-TZVPD basis set

The geometry in XYZ format:
```
112
Properties=species:S:1:pos:R:3:forces:R:3:lowdin_charge:R:1
C 2.18034 -4.49652 1.96854 0.26 0.22 -0.02 -0.0694
C 1.87925 -2.99368 2.05217 -0.22 -0.48 -0.21 -0.1724
C 0.48214 -2.64706 1.45443 0.59 -0.30 0.53 -0.1761
C -0.23873 -1.65538 2.36081 -0.49 -0.30 -0.19 -0.0515
N 0.57056 -0.45035 2.11706 -0.08 0.33 -0.15 0.1859
C 1.12466 -0.49378 0.93695 0.14 0.19 -0.12 -0.2763
O 1.89352 0.36498 0.37882 -0.04 -1.07 -0.21 0.0846
N 1.94771 1.85452 1.07544 -0.21 0.90 0.61 0.1971
O 2.90610 1.98808 1.62224 0.07 -0.03 -0.14 0.2144
C 0.66908 -1.76910 0.21620 0.12 0.21 0.01 -0.3035
F 1.63003 -2.23955 -0.64343 -0.09 0.06 0.29 0.0845
C -0.55245 -1.30425 -0.59333 0.06 -0.15 -0.17 -0.1000
O -1.21731 -2.33979 -1.25086 0.10 0.05 0.00 -0.0412
C -2.05453 -3.14629 -0.48391 0.00 0.32 0.08 -0.2188
C -1.67661 -4.47240 -0.42745 -0.01 -0.39 -0.02 0.0161
C -2.41581 -5.40320 0.28311 -0.06 0.00 -0.03 -0.2638
C -2.02260 -6.85264 0.32555 -0.02 0.09 0.22 -0.0395
C -3.54897 -4.93955 0.94386 0.13 -0.33 0.02 -0.0326
C -3.92625 -3.61764 0.86647 -0.18 0.14 -0.01 -0.0164
C -3.20901 -2.66517 0.14073 0.02 0.04 -0.02 -0.1111
C -3.69182 -1.22682 0.01709 -0.28 0.07 -0.12 -0.3516
C -3.75805 -0.74742 -1.44631 0.04 0.17 0.03 -0.0363
C -5.05530 -0.96677 0.66683 0.24 0.29 0.15 -0.0682
H 3.25242 -4.66115 1.87600 0.04 -0.05 0.08 0.0782
H 1.71927 -4.93966 1.08775 -0.06 -0.09 0.00 0.0756
H 1.84957 -5.01664 2.86415 -0.18 -0.12 -0.06 0.0796
H 2.66885 -2.47556 1.50975 0.02 0.21 0.12 0.1136
H 1.88550 -2.67982 3.09534 0.23 0.13 0.02 0.1097
H -0.03378 -3.59018 1.32272 -0.52 0.25 -0.31 0.1382
H -0.29779 -1.91999 3.41054 0.42 0.07 0.09 0.1385
H -1.26033 -1.49724 2.00935 -0.06 0.13 0.07 0.1230
H 0.68790 0.27064 2.81966 0.02 -0.10 0.16 0.1490
H -0.17083 -0.63383 -1.36622 0.03 -0.03 -0.06 0.1453
H -1.20922 -0.71340 0.04623 -0.07 -0.04 0.01 0.1169
H -0.78729 -4.77691 -0.96420 0.07 0.04 -0.05 0.1340
H -2.79334 -7.47459 -0.12801 0.04 -0.04 -0.08 0.0879
H -1.91094 -7.18470 1.35803 -0.01 -0.04 0.04 0.0828
H -1.07583 -7.02234 -0.18060 0.00 -0.05 -0.11 0.0754
H -4.15907 -5.62979 1.51236 -0.02 -0.04 0.01 0.1192
H -4.83990 -3.33499 1.36666 -0.01 0.08 -0.01 0.1023
H -3.01174 -0.55683 0.55569 0.20 -0.17 0.05 0.1080
H -3.56171 0.32532 -1.49327 -0.07 0.06 -0.03 0.0910
H -3.04191 -1.23731 -2.09795 0.06 -0.05 0.00 0.0755
H -4.75422 -0.91232 -1.85402 0.02 -0.07 -0.03 0.0612
H -5.16667 0.10998 0.80078 -0.10 0.04 -0.15 0.0867
H -5.86854 -1.30415 0.02835 -0.07 -0.20 0.08 0.0899
H -5.14271 -1.39564 1.66300 -0.06 -0.06 0.01 0.0696
C -7.87776 0.37295 -4.76691 0.06 0.03 0.01 -0.1662
C -6.75623 -0.17025 -5.65201 -0.05 -0.04 0.02 -0.1653
C -5.69705 -0.53197 -4.61948 -0.01 0.05 0.00 -0.2080
O -6.40707 -0.90965 -3.43606 -0.04 -0.01 0.03 -0.1750
C -7.78623 -0.54829 -3.55763 -0.01 -0.03 -0.06 -0.1996
H -8.85864 0.34905 -5.23784 0.00 -0.01 -0.02 0.1126
H -7.66325 1.40354 -4.47708 0.00 0.00 0.01 0.1138
H -7.09304 -1.06496 -6.17876 0.01 -0.01 0.00 0.1151
H -6.39461 0.54322 -6.39007 0.00 0.02 0.00 0.1130
H -5.05754 0.32783 -4.38956 0.00 0.00 -0.02 0.1167
H -5.06083 -1.36139 -4.92940 0.00 -0.02 0.02 0.1193
H -8.37787 -1.45727 -3.70586 -0.02 0.01 -0.01 0.1183
H -8.10929 -0.07335 -2.63056 0.02 0.00 0.02 0.1162
C 1.91432 6.94430 -0.78089 -0.01 -0.02 0.08 -0.1585
C 2.14250 5.43317 -0.78817 0.01 -0.04 -0.04 -0.1630
C 1.17001 4.98171 0.29352 0.00 0.08 0.01 -0.2378
O 0.07912 5.89122 0.27217 -0.04 -0.02 0.04 -0.1370
C 0.41299 7.02873 -0.53237 0.04 0.00 -0.08 -0.1930
H 2.21574 7.43627 -1.70335 0.00 -0.01 -0.02 0.1152
H 2.46230 7.40281 0.04500 0.00 0.01 0.00 0.1143
H 1.85232 5.01600 -1.75557 -0.03 0.00 0.01 0.1179
H 3.17016 5.13903 -0.57721 -0.03 0.07 -0.02 0.0866
H 1.63823 5.01610 1.28822 0.04 -0.04 -0.02 0.1130
H 0.78250 3.97347 0.12437 -0.05 0.00 -0.02 0.0901
H -0.14850 6.97427 -1.47007 0.01 0.01 -0.01 0.1190
H 0.11316 7.93213 -0.00246 -0.01 -0.01 0.03 0.1188
C 2.16742 -0.31465 -4.22168 -0.05 -0.01 0.04 -0.1669
C 1.71162 -1.73471 -3.88364 0.01 0.04 -0.13 -0.1591
C 0.24397 -1.68873 -4.29702 0.05 0.06 0.04 -0.1962
O 0.16247 -0.76643 -5.38177 -0.04 0.02 -0.02 -0.1333
C 1.38217 -0.03510 -5.49781 0.05 -0.06 0.00 -0.2021
H 3.24295 -0.21880 -4.36158 0.01 -0.01 0.00 0.1110
H 1.86366 0.37760 -3.43028 0.00 0.01 -0.01 0.1045
H 2.25280 -2.45713 -4.49770 0.00 0.00 -0.01 0.1184
H 1.85318 -2.00264 -2.84006 -0.02 0.00 -0.05 0.0846
H -0.39279 -1.32772 -3.48184 0.00 -0.05 0.01 0.0948
H -0.14204 -2.65537 -4.62118 -0.01 0.00 -0.02 0.1233
H 1.92676 -0.38855 -6.37930 0.02 0.02 0.00 0.1196
H 1.14936 1.02080 -5.63797 -0.02 0.00 -0.01 0.1168
C 6.75931 4.29534 1.94491 -0.06 -0.04 -0.02 -0.1622
C 6.96721 3.16748 0.93378 0.01 0.05 0.02 -0.1583
C 5.68146 3.24420 0.12059 0.10 0.04 -0.01 -0.2062
O 5.27985 4.60999 0.13067 -0.04 -0.01 0.03 -0.1640
C 6.04677 5.34084 1.09663 0.08 -0.01 0.00 -0.1875
H 7.68328 4.66863 2.38121 0.02 0.00 -0.01 0.1156
H 6.11051 3.95935 2.75774 0.00 0.01 0.01 0.1100
H 7.82620 3.38552 0.29782 0.00 0.00 -0.01 0.1188
H 7.12151 2.19028 1.38864 0.00 0.00 0.01 0.1128
H 4.88727 2.64269 0.58040 0.10 -0.07 -0.01 0.0822
H 5.80708 2.91391 -0.91093 -0.03 0.02 -0.02 0.1239
H 6.75987 5.97974 0.56869 0.01 0.00 0.01 0.1228
H 5.37388 5.97675 1.67203 -0.03 0.00 -0.02 0.1188
C 3.00484 0.86393 6.32698 -0.07 0.04 0.03 -0.1545
C 2.22462 -0.19244 7.10848 0.06 -0.05 -0.07 -0.1541
C 0.98900 -0.37516 6.24144 -0.07 0.05 0.08 -0.1802
O 1.41648 -0.13721 4.88538 0.00 0.10 -0.23 -0.1935
C 2.72861 0.44854 4.89035 0.06 -0.12 0.07 -0.2033
H 4.06772 0.88264 6.55765 0.01 -0.02 0.01 0.1194
H 2.59527 1.85652 6.52141 0.00 0.01 -0.01 0.1199
H 2.79514 -1.12131 7.15930 -0.01 -0.01 0.01 0.1194
H 1.97748 0.11106 8.12301 0.00 0.03 0.00 0.1203
H 0.21022 0.34872 6.49436 0.01 0.01 0.00 0.1233
H 0.56579 -1.37729 6.30349 0.00 -0.01 -0.05 0.1194
H 3.44941 -0.30033 4.54589 0.01 0.02 -0.01 0.1236
H 2.74530 1.29423 4.19876 -0.03 0.02 0.01 0.0965
```
Positions in Å, forces in eV/Å.

Computed properties:
electronic energy	-2259.116298	a.u.
HOMO-LUMO gap	5.7966	eV
LUMO	-5.14	eV
total charge	+1